{"formula": "C23H34Cl2IO2PScTe", "method": "ωB97M-V/def2-TZVPD", "charge": -1, "lumo_energy_ev": 2.3, "e_tot_ev": -98918.3257, "symbols": ["Sc", "Cl", "C", "Cl", "H", "H", "I", "C", "C", "C", "C", "C", "C", "Te", "C", "C", "C", "H", "H", "H", "H", "H", "H", "H", "H", "H", "H", "H", "C", "C", "C", "C", "C", "C", "C", "C", "C", "C", "O", "O", "H", "H", "H", "H", "H", "H", "H", "H", "H", "H", "H", "C", "P", "C", "C", "H", "H", "H", "H", "H", "H", "H", "H", "H", "H"], "positions_angstrom": [[-1.978, -0.215, -0.117], [-2.886, 1.365, 1.464], [-4.578, 1.020, 1.118], [-4.390, -0.219, -0.120], [-5.092, 1.914, 0.712], [-5.092, 0.614, 2.012], [-3.040, -2.055, 1.723], [5.117, -0.230, 5.921], [3.971, -0.228, 4.952], [3.885, -1.193, 3.943], [2.812, -1.190, 3.038], [2.757, -2.246, 1.967], [1.805, -0.201, 3.144], [0.172, -0.215, 1.747], [1.894, 0.777, 4.167], [0.873, 1.868, 4.360], [2.978, 0.749, 5.058], [5.826, -1.060, 5.716], [4.731, -0.346, 6.956], [5.671, 0.730, 5.846], [4.656, -1.950, 3.863], [3.621, -2.941, 2.026], [2.771, -1.768, 0.966], [1.829, -2.846, 2.078], [0.045, 1.837, 3.630], [1.368, 2.857, 4.267], [0.429, 1.783, 5.375], [3.049, 1.495, 5.841], [3.630, 1.165, -2.819], [2.143, 1.324, -2.724], [1.560, 2.590, -2.625], [0.167, 2.742, -2.508], [-0.411, 4.128, -2.409], [-0.669, 1.598, -2.509], [-0.079, 0.316, -2.612], [-0.921, -0.932, -2.599], [1.319, 0.195, -2.703], [-2.175, 1.746, -2.398], [-2.748, 2.485, -3.260], [-2.749, 1.120, -1.452], [4.127, 2.126, -2.985], [3.890, 0.511, -3.657], [4.022, 0.734, -1.892], [2.191, 3.475, -2.634], [0.363, 4.862, -2.159], [-1.164, 4.184, -1.617], [-0.856, 4.423, -3.365], [-1.779, -0.834, -3.272], [-1.268, -1.145, -1.584], [-0.347, -1.799, -2.947], [1.765, -0.794, -2.765], [-4.629, -2.508, -1.469], [-2.936, -1.874, -1.775], [-3.107, -1.336, -3.520], [-2.041, -3.457, -2.015], [-4.944, -3.215, -2.243], [-5.347, -1.682, -1.450], [-4.676, -3.018, -0.502], [-3.529, -2.126, -4.149], [-2.131, -1.060, -3.931], [-3.761, -0.462, -3.587], [-2.538, -4.097, -2.750], [-1.980, -4.006, -1.071], [-1.021, -3.269, -2.363], [-0.572, -0.215, -1.335]], "atomic_forces_ev_per_a": [[2.6, 0.3, 1.2], [-0.1, 2.2, 2.2], [-0.7, 0.2, -0.2], [-4.8, 1.7, 0.2], [0.4, -0.6, 0.2], [0.5, 0.1, -0.6], [0.5, -2.1, 1.6], [0.4, 0.0, 0.3], [-0.2, -0.1, -0.2], [-0.7, 0.7, 0.1], [0.1, 0.1, 0.2], [0.1, -0.3, -0.2], [0.0, 0.2, 0.1], [1.2, 0.1, 0.4], [0.2, -0.4, -0.2], [-0.3, 0.4, 0.1], [-0.1, -0.7, -0.7], [-0.4, 0.5, 0.1], [0.4, 0.1, -0.5], [-0.2, -0.5, 0.2], [0.0, 0.0, 0.0], [-0.4, 0.4, 0.1], [-0.2, -0.4, 0.5], [0.4, 0.4, -0.3], [0.5, -0.1, 0.3], [-0.3, -0.5, 0.1], [0.2, 0.2, -0.5], [0.0, 0.1, 0.0], [0.2, 0.1, -0.1], [-0.6, 0.2, 0.1], [-0.1, -0.6, 0.1], [-0.5, -0.9, -0.2], [0.1, 0.2, 0.1], [0.9, 1.2, -0.9], [0.9, 0.2, 0.7], [4.0, 0.2, -3.3], [0.0, 0.5, -0.6], [0.3, 2.4, -3.0], [0.8, -1.8, 2.2], [0.2, 0.4, -0.5], [-0.1, -0.1, 0.1], [0.1, 0.0, 0.2], [0.0, 0.0, -0.1], [-0.1, -0.1, 0.0], [0.0, -0.2, 0.0], [-0.1, 0.0, -0.3], [-0.1, 0.0, 0.2], [5.6, 2.7, 5.5], [1.1, -1.4, -1.8], [0.2, 0.3, -0.2], [-0.1, 0.1, 0.1], [-0.7, -0.8, -0.7], [-2.7, -2.9, -0.5], [-4.4, -1.0, -1.9], [0.3, -0.4, 0.2], [0.0, 0.0, -0.1], [0.0, -0.5, -0.3], [0.1, 0.2, -0.1], [-0.4, -0.1, 0.1], [-4.4, -2.2, -5.8], [0.0, 0.0, 0.1], [-0.1, 0.2, 0.1], [-0.1, 0.2, 0.0], [-0.4, -0.4, 0.2], [0.9, 2.6, 5.9]]}

{"formula": "C23H25BF4N10SSeV", "method": "ωB97M-V/def2-TZVPD", "charge": 1, "multiplicity": 3, "e_above_lowest_ev": 0.677, "lumo_energy_ev": [-3.8, -3.9], "e_tot_ev": -152577.3216, "symbols": ["V", "N", "C", "S", "N", "N", "C", "C", "C", "C", "C", "C", "N", "H", "H", "H", "H", "H", "H", "H", "Se", "N", "C", "C", "C", "C", "C", "N", "C", "C", "N", "C", "C", "C", "C", "C", "N", "H", "H", "H", "H", "H", "H", "F", "B", "F", "F", "F", "C", "C", "C", "C", "N", "N", "H", "H", "H", "H", "H", "H", "H", "H", "H", "H", "H", "H"], "positions_angstrom": [[-0.049, 0.171, 0.003], [-0.375, 2.579, 3.703], [-0.484, 1.835, 2.592], [0.507, 2.213, 1.222], [-1.335, 0.836, 2.614], [-1.377, 0.109, 1.479], [-2.352, -0.731, 1.356], [-2.500, -1.316, 0.048], [-3.495, -2.210, -0.322], [-3.555, -2.626, -1.640], [-2.636, -2.126, -2.552], [-1.670, -1.244, -2.109], [-1.599, -0.850, -0.839], [0.136, 3.442, 3.682], [-1.027, 2.409, 4.452], [-3.032, -0.916, 2.178], [-4.191, -2.569, 0.423], [-4.308, -3.334, -1.956], [-2.654, -2.437, -3.586], [-0.923, -0.856, -2.789], [0.953, 4.513, -6.182], [2.033, 3.462, -5.281], [1.364, 2.994, -4.256], [1.917, 2.074, -3.285], [3.228, 1.601, -3.340], [3.638, 0.689, -2.391], [2.740, 0.273, -1.417], [1.496, 0.729, -1.332], [1.081, 1.619, -2.257], [-0.290, 2.081, -2.142], [-1.001, 1.595, -1.107], [-2.246, 2.030, -0.933], [-2.854, 2.934, -1.788], [-2.151, 3.415, -2.875], [-0.839, 2.989, -3.060], [0.000, 3.439, -4.151], [-0.403, 4.256, -5.093], [3.885, 1.947, -4.126], [4.637, 0.279, -2.408], [3.043, -0.486, -0.710], [-2.783, 1.645, -0.077], [-3.871, 3.245, -1.602], [-2.587, 4.116, -3.573], [0.870, -1.775, -1.240], [0.589, -3.004, -0.475], [-0.207, -2.552, 0.624], [-0.131, -3.862, -1.261], [1.796, -3.479, -0.014], [3.332, -2.188, 2.948], [2.475, -1.087, 3.567], [3.287, 0.201, 3.761], [1.918, -1.552, 4.910], [1.291, -0.858, 2.717], [1.585, -0.527, 1.371], [4.060, -2.542, 3.677], [3.889, -1.838, 2.076], [2.705, -3.031, 2.651], [4.115, 0.026, 4.450], [2.654, 0.987, 4.180], [3.714, 0.564, 2.822], [2.733, -1.806, 5.587], [1.291, -2.432, 4.764], [1.316, -0.768, 5.376], [0.724, -0.132, 3.128], [1.883, -1.401, 0.939], [2.357, 0.140, 1.320]], "atomic_forces_ev_per_a": [[2.3, -0.3, 0.3], [-0.1, 0.0, 0.1], [0.0, -0.2, -0.4], [0.1, 0.3, 0.2], [-0.2, 0.1, 0.9], [-1.3, -0.3, 0.7], [0.3, 0.3, 0.5], [-0.2, -0.3, -0.5], [0.1, 0.2, 0.3], [0.1, 0.0, -0.1], [-0.1, -0.1, 0.1], [-0.1, 0.0, -0.1], [-0.8, -0.8, -0.4], [0.0, 0.0, 0.0], [0.0, 0.0, 0.0], [-0.1, 0.0, 0.0], [0.0, 0.0, 0.0], [0.0, 0.0, 0.0], [0.0, 0.0, 0.0], [0.0, 0.0, 0.1], [0.0, 0.3, -0.4], [0.4, -0.3, 0.3], [-0.2, 0.3, -0.3], [-0.1, -0.2, 0.3], [-0.1, 0.0, 0.1], [0.0, 0.1, -0.1], [0.1, -0.1, 0.0], [0.2, 0.4, -0.6], [0.5, 0.0, -0.3], [-0.4, 0.3, -0.2], [-0.3, 0.9, -1.0], [-0.1, 0.0, 0.1], [0.0, 0.1, -0.1], [0.0, 0.0, 0.1], [0.0, -0.2, 0.4], [0.3, 0.1, -0.3], [-0.4, 0.0, 0.3], [0.0, 0.0, 0.0], [0.0, 0.0, 0.0], [-0.1, 0.0, 0.0], [0.0, -0.1, 0.0], [0.0, 0.0, 0.0], [0.0, 0.0, 0.0], [-0.1, 0.2, 0.4], [-0.4, 0.0, 0.2], [0.3, -0.1, -0.1], [0.1, 0.0, -0.1], [0.1, 0.0, 0.0], [-0.1, 0.0, 0.1], [0.1, 0.1, 0.1], [0.0, -0.1, 0.0], [0.0, 0.0, -0.1], [-0.1, -0.3, 0.2], [-0.3, -0.3, -0.4], [0.0, 0.0, 0.0], [0.0, 0.0, 0.0], [0.0, 0.0, 0.0], [0.0, 0.0, 0.0], [0.0, 0.0, 0.0], [0.0, 0.0, 0.0], [0.0, 0.0, 0.0], [0.0, 0.0, 0.0], [0.0, 0.0, 0.0], [-0.1, 0.2, -0.1], [0.1, -0.1, 0.0], [0.0, 0.1, 0.0]]}

{"formula": "C5H15NO", "method": "ωB97M-V/def2-TZVPD", "smiles": "CNCC(C)C.O", "e_above_lowest_ev": 1.172, "lumo_energy_ev": 0.8, "e_tot_ev": -8965.1868, "symbols": ["C", "N", "C", "C", "C", "C", "H", "H", "H", "H", "H", "H", "H", "H", "H", "H", "H", "H", "H", "H", "H", "O"], "positions_angstrom": [[0.216, -1.494, 2.066], [0.011, -1.318, 0.618], [-0.429, -0.029, 0.136], [-0.538, 0.082, -1.398], [0.487, -0.785, -2.103], [-0.466, 1.558, -1.820], [1.117, -0.918, 2.280], [-0.525, -1.028, 2.717], [0.465, -2.497, 2.404], [-0.633, -2.060, 0.350], [-1.368, 0.236, 0.653], [0.356, 0.713, 0.315], [-1.562, -0.240, -1.637], [0.617, -0.621, -3.170], [1.482, -0.722, -1.650], [0.236, -1.839, -1.942], [-0.999, 2.135, -1.059], [0.567, 1.886, -1.915], [-0.970, 1.677, -2.778], [0.003, 1.715, 2.195], [1.042, 2.083, 3.214], [0.890, 1.468, 2.525]], "atomic_forces_ev_per_a": [[1.3, 1.7, -0.2], [-0.2, -1.9, 0.3], [0.7, 0.1, 0.0], [-0.9, -0.1, 0.0], [0.4, -0.9, 0.4], [-0.3, -0.7, 0.3], [0.1, 0.0, 0.3], [-0.5, -0.2, 0.0], [-0.5, -0.3, -0.5], [0.0, 0.4, -0.4], [0.0, 0.6, -0.3], [-0.1, -0.2, 0.8], [0.2, -0.2, -0.3], [-0.4, 0.2, -0.1], [-0.1, 0.4, 0.1], [0.0, 0.1, -0.3], [0.1, 0.3, -0.2], [0.1, 0.2, 0.1], [0.1, 0.2, 0.0], [0.7, -0.3, 0.2], [0.4, 1.0, 1.2], [-1.0, -0.4, -1.2]]}

Record-wise F_max values, in hartree/bohr: 0.16144 0.04463 0.04189